--- A ---
The following is a quantum chemistry calculation of a cluster of 4 separate species, C12H23N3O3 in total, from OMol25.

The calculation puts the frontier orbital gap at 10.271 eV. The total charge is 0. Its multiplicity is 1. Its structure (SMILES) is COCCOCCOC.CC#N.CC#N.CC#N.

Structure (XYZ):
```
41
Properties=species:S:1:pos:R:3:nbo_charge:R:1
C -0.303 3.936 0.210 -0.25
O -0.385 2.807 -0.633 -0.54
C 0.720 2.622 -1.482 -0.08
C 0.469 1.363 -2.303 -0.08
O -0.141 0.365 -1.507 -0.55
C -0.346 -0.823 -2.259 -0.08
C -0.798 -1.917 -1.309 -0.08
O 0.207 -2.219 -0.358 -0.55
C -0.161 -3.329 0.438 -0.25
H -1.119 3.804 0.917 0.19
H -0.404 4.864 -0.365 0.17
H 0.625 4.059 0.781 0.18
H 1.699 2.647 -0.989 0.18
H 0.789 3.470 -2.179 0.17
H 1.424 0.977 -2.681 0.17
H -0.185 1.560 -3.160 0.17
H 0.586 -1.172 -2.718 0.18
H -1.180 -0.602 -2.934 0.18
H -1.152 -2.813 -1.829 0.18
H -1.660 -1.511 -0.753 0.16
H -1.058 -3.134 1.025 0.17
H 0.702 -3.477 1.087 0.19
H -0.280 -4.243 -0.148 0.18
C 0.219 0.334 2.028 -0.74
C 1.248 1.309 2.378 0.29
N 2.063 2.042 2.709 -0.34
H 0.645 -0.606 1.688 0.26
H -0.510 0.715 1.313 0.28
H -0.361 0.150 2.938 0.24
C -3.587 -1.627 2.045 -0.73
C -3.720 -2.771 1.156 0.28
N -3.779 -3.711 0.506 -0.32
H -2.536 -1.365 2.169 0.25
H -4.055 -1.799 3.014 0.26
H -4.057 -0.697 1.715 0.26
C 3.056 -0.166 0.128 -0.73
C 4.061 0.711 -0.484 0.29
N 4.832 1.398 -0.988 -0.34
H 3.162 -1.209 -0.164 0.26
H 2.083 0.189 -0.208 0.26
H 3.186 -0.131 1.208 0.26
```

---

--- B ---
The following is a quantum chemistry calculation of the molecule C12H23N3O3, from OMol25.

The calculation puts the frontier orbital gap at 9.825 eV. The total charge is 0. Its multiplicity is 1. Its structure (SMILES) is CNC(=O)[C@@H](C)NC(=O)[C@@H](CC(C)C)NC(C)=O.

Structure (XYZ):
```
41
Properties=species:S:1:pos:R:3:nbo_charge:R:1
C -1.728 -1.116 -4.472 -0.41
N -1.803 -0.483 -3.123 -0.61
C -3.019 -0.469 -2.444 0.67
O -4.117 -0.758 -2.934 -0.63
C -3.114 0.131 -1.021 -0.11
C -3.612 -0.825 0.087 -0.62
N -1.848 0.649 -0.407 -0.62
C -0.715 -0.043 -0.275 0.69
O -0.606 -1.224 -0.495 -0.65
C 0.554 0.535 0.553 -0.11
C 0.569 0.092 2.063 -0.40
C 1.769 0.476 2.918 -0.22
C 2.069 1.917 3.145 -0.60
C 2.008 -0.205 4.251 -0.59
N 1.719 0.174 -0.080 -0.60
C 1.929 0.339 -1.383 0.70
C 3.240 -0.300 -1.990 -0.72
O 1.184 0.950 -2.183 -0.66
H -1.800 -0.511 -5.368 0.20
H -0.873 -1.685 -4.531 0.20
H -2.577 -1.717 -4.559 0.22
H -0.914 -0.266 -2.630 0.43
H -3.741 1.062 -1.055 0.23
H -4.686 -0.811 0.214 0.22
H -3.267 -1.829 -0.041 0.23
H -3.142 -0.653 1.027 0.21
H -1.947 1.496 0.172 0.40
H 0.529 1.618 0.491 0.19
H -0.340 0.541 2.551 0.21
H 0.393 -1.068 2.094 0.23
H 2.679 0.176 2.342 0.17
H 2.971 2.025 3.724 0.22
H 1.213 2.355 3.639 0.20
H 2.194 2.455 2.163 0.21
H 2.036 -1.250 4.144 0.21
H 2.907 0.152 4.815 0.22
H 1.086 0.057 4.817 0.20
H 2.321 -0.387 0.450 0.40
H 4.042 0.391 -2.474 0.25
H 3.620 -1.087 -1.294 0.21
H 2.813 -0.907 -2.902 0.24
```

---

Stability ranking, top and bottom: B is the most stable and A is the least stable.

---

--- A ---
The following is a quantum chemistry calculation of the molecule C6H12N4O2, from OMol25.

The calculation puts the frontier orbital gap at 9.229 eV. The total charge is 0. Its multiplicity is 1. Its structure (SMILES) is CCCN1CCN/C1=N/[N+](=O)[O-].

Structure (XYZ):
```
24
Properties=species:S:1:pos:R:3:nbo_charge:R:1
C -2.994 0.915 -1.765 -0.68
C -1.476 0.233 -1.949 -0.44
C -0.595 1.081 -0.932 -0.22
N 0.660 0.226 -0.689 -0.48
C 1.880 0.076 -1.572 -0.21
C 2.927 -0.509 -0.432 -0.23
N 1.975 -1.494 0.220 -0.62
C 0.809 -0.732 0.403 0.57
N 0.297 -0.921 1.736 -0.40
N -0.811 -0.066 1.839 0.61
O -1.951 -0.285 1.591 -0.35
O -0.244 0.915 2.292 -0.41
H -3.329 0.897 -0.495 0.25
H -3.924 0.428 -2.447 0.22
H -3.208 1.790 -2.375 0.23
H -1.171 -0.955 -1.458 0.22
H -0.993 0.029 -3.049 0.23
H -1.116 1.668 -0.172 0.26
H -0.092 2.020 -1.682 0.19
H 1.653 -0.424 -2.479 0.21
H 2.098 1.272 -1.707 0.21
H 3.285 0.514 0.338 0.21
H 3.660 -1.133 -0.973 0.22
H 2.554 -1.745 1.170 0.41
```

---

--- B ---
The following is a quantum chemistry calculation of the molecule C6H12N4O2, from OMol25.

The calculation puts the frontier orbital gap (alpha / beta) at 8.903 / 8.902 eV. The total charge is 0. Its multiplicity is 1. Its structure (SMILES) is CC(C)[C@@H]1N(C)N=CN1[N+](=O)[O-].

Structure (XYZ):
```
24
Properties=species:S:1:pos:R:3:nbo_charge:R:1
C 1.636 0.654 0.459 -0.61
C 0.786 -0.611 0.569 -0.25
C -0.095 -0.571 1.816 -0.62
C -0.058 -0.780 -0.696 0.15
N -1.189 0.120 -0.803 -0.30
C -1.096 1.260 -1.683 -0.40
N -2.368 -0.557 -0.862 -0.23
C -2.188 -1.806 -0.719 0.16
N -0.848 -2.161 -0.617 -0.28
N -0.284 -3.368 -0.762 0.65
O -1.036 -4.318 -0.752 -0.41
O 0.923 -3.389 -0.867 -0.41
H 1.010 1.541 0.506 0.20
H 2.198 0.665 -0.472 0.21
H 2.344 0.690 1.282 0.22
H 1.457 -1.474 0.615 0.23
H 0.502 -0.306 2.683 0.22
H -0.558 -1.537 2.002 0.21
H -0.883 0.169 1.694 0.22
H 0.574 -0.804 -1.594 0.20
H -2.068 1.746 -1.686 0.23
H -0.346 1.954 -1.308 0.20
H -0.835 0.967 -2.705 0.18
H -2.966 -2.540 -0.676 0.23
```

---

Stability ranking, top and bottom: B is the most stable and A is the least stable.

---

--- A ---
The following is a quantum chemistry calculation of the molecule C3H8S, from OMol25.

The calculation puts the frontier orbital gap at 9.443 eV. The total charge is 0. Its multiplicity is 1. Its structure (SMILES) is CCSC.

Structure (XYZ):
```
12
Properties=species:S:1:pos:R:3:nbo_charge:R:1
C -0.828 -0.472 -0.929 -0.61
C 0.500 0.232 -1.140 -0.53
S 1.483 0.547 0.346 0.16
C 0.366 0.322 1.771 -0.73
H -1.302 -0.694 -1.877 0.22
H -0.625 -1.444 -0.460 0.21
H -1.535 0.106 -0.341 0.21
H 1.105 -0.481 -1.698 0.21
H 0.366 1.099 -1.779 0.21
H 0.972 -0.142 2.533 0.23
H -0.450 -0.343 1.501 0.22
H -0.052 1.269 2.074 0.21
```

---

--- B ---
The following is a quantum chemistry calculation of a cluster of 2 separate species, C3H8S in total, from OMol25.

The calculation puts the frontier orbital gap at 6.490 eV. The total charge is 0. Its multiplicity is 1.

Structure (XYZ):
```
12
Properties=species:S:1:pos:R:3:nbo_charge:R:1
C -0.271 -1.003 0.666 -0.49
C 0.725 -0.393 -0.311 -0.42
C 0.499 1.117 -0.527 -0.62
S -2.742 0.637 0.214 -0.15
H -0.226 -2.071 0.857 0.23
H -0.166 -0.526 1.645 0.22
H -1.339 -0.760 0.399 0.16
H 0.674 -0.887 -1.274 0.21
H 1.723 -0.545 0.096 0.22
H 0.125 1.261 -1.539 0.22
H 1.358 1.745 -0.320 0.22
H -0.361 1.425 0.092 0.22
```

---

Stability ranking, top and bottom: A is the most stable and B is the least stable.

---

--- A ---
The following is a quantum chemistry calculation of a cluster of 4 separate species, C3H13O3S in total, from OMol25.

Its expectation value of S² is 0.753. The calculation puts the frontier orbital gap (alpha / beta) at 10.617 / 6.929 eV. The total charge is 0. Its multiplicity is 2.

Structure (XYZ):
```
20
Properties=species:S:1:pos:R:3:nbo_charge:R:1
C -2.967 1.163 0.119 -0.62
C -2.323 0.696 -1.176 -0.42
C -0.849 1.082 -1.253 -0.54
S 0.199 0.033 -0.201 0.06
H -2.886 0.438 0.933 0.21
H -2.521 2.075 0.503 0.20
H -4.051 1.311 0.158 0.22
H -2.837 1.140 -2.028 0.22
H -2.478 -0.374 -1.300 0.24
H -0.510 1.005 -2.273 0.23
H -0.675 2.093 -0.881 0.23
H 3.943 0.253 1.967 0.48
H 3.321 0.838 0.740 0.45
O 3.958 1.054 1.426 -0.94
H -0.486 -1.732 -1.439 0.46
H -0.587 -3.178 -1.081 0.47
O -1.087 -2.465 -1.493 -0.95
H 1.378 -1.256 2.741 0.47
H 1.777 -0.738 1.414 0.46
O 2.166 -1.159 2.193 -0.94
```

---

--- B ---
The following is a quantum chemistry calculation of a cluster of 4 separate species, C3H13O3S in total, from OMol25.

Its expectation value of S² is 0.753. The calculation puts the frontier orbital gap (alpha / beta) at 10.705 / 7.044 eV. The total charge is 0. Its multiplicity is 2.

Structure (XYZ):
```
20
Properties=species:S:1:pos:R:3:nbo_charge:R:1
C -2.500 1.307 -0.690 -0.62
C -1.099 1.796 -1.245 -0.41
C -0.022 1.028 -0.478 -0.62
S -0.418 -0.725 -0.365 0.12
H -2.668 0.192 -1.102 0.21
H -2.615 1.392 0.355 0.21
H -3.379 1.837 -1.094 0.23
H -1.002 2.936 -1.067 0.22
H -1.102 1.453 -2.288 0.21
H 1.011 1.157 -0.786 0.25
H -0.136 1.739 0.438 0.22
H 4.255 0.997 0.967 0.45
H 3.169 0.513 1.896 0.48
O 4.083 0.960 1.945 -0.95
H -1.041 -2.566 -1.411 0.46
H -2.230 -3.384 -1.432 0.46
O -1.270 -3.475 -1.621 -0.93
H 1.446 -0.797 2.247 0.47
H 0.586 0.203 1.643 0.47
O 1.203 0.157 2.421 -0.94
```

---

Stability ranking, top and bottom: A is the most stable and B is the least stable.

---

--- A ---
The following is a quantum chemistry calculation of the molecule C2H3BrO, from OMol25.

The calculation puts the frontier orbital gap at 10.744 eV. The total charge is 0. Its multiplicity is 1. Its structure (SMILES) is O=CCBr.

Structure (XYZ):
```
7
Properties=species:S:1:pos:R:3:nbo_charge:R:1
O -1.651 -0.930 0.149 -0.49
C -0.656 -0.549 -0.350 0.42
C 0.277 0.494 0.261 -0.55
Br 2.130 0.148 -0.068 0.02
H -0.335 -1.126 -1.157 0.12
H 0.191 1.378 -0.220 0.23
H 0.045 0.586 1.385 0.25
```

---

--- B ---
The following is a quantum chemistry calculation of the molecule C2H3BrO, from OMol25.

The calculation puts the frontier orbital gap (alpha / beta) at 8.329 / 8.205 eV. The total charge is 0. Its multiplicity is 1.

Structure (XYZ):
```
7
Properties=species:S:1:pos:R:3:nbo_charge:R:1
C -0.393 -0.651 -0.003 -0.12
C 1.791 0.501 -0.134 -0.04
O 0.909 -0.473 -0.081 -0.40
Br 3.586 -0.036 0.014 0.05
H -0.709 -1.672 -0.093 0.17
H -1.078 0.174 0.087 0.16
H 1.568 1.540 0.023 0.18
```

---

Stability ranking, top and bottom: A is the most stable and B is the least stable.

---

--- A ---
The following is a quantum chemistry calculation of a cluster of 2 separate species, CH6S2 in total, from OMol25.

The calculation puts the frontier orbital gap at 10.024 eV. The total charge is 0. Its multiplicity is 1. Its structure (SMILES) is SS.C.

Structure (XYZ):
```
9
Properties=species:S:1:pos:R:3:nbo_charge:R:1
S -2.117 -1.329 2.079 -0.12
S -1.973 -2.555 0.420 -0.12
H -2.347 -0.195 1.405 0.13
H -3.229 -2.986 0.433 0.12
C 1.932 1.420 -0.864 -0.85
H 2.735 1.622 -1.564 0.21
H 1.475 0.479 -1.154 0.21
H 1.203 2.228 -0.903 0.21
H 2.322 1.315 0.147 0.21
```

---

--- B ---
The following is a quantum chemistry calculation of a cluster of 2 separate species, CH6S2 in total, from OMol25.

The calculation puts the frontier orbital gap at 10.001 eV. The total charge is 0. Its multiplicity is 1. Its structure (SMILES) is SS.C.

Structure (XYZ):
```
9
Properties=species:S:1:pos:R:3:nbo_charge:R:1
S -1.374 0.407 0.628 -0.12
S -0.635 -1.232 -0.426 -0.14
H -1.382 -0.254 1.813 0.13
H 0.707 -1.005 -0.239 0.13
C 3.277 1.443 -0.508 -0.86
H 3.375 0.653 -1.224 0.22
H 4.102 2.134 -0.476 0.22
H 3.302 0.922 0.450 0.21
H 2.379 2.096 -0.511 0.22
```

---

Stability ranking, top and bottom: A is the most stable and B is the least stable.